No. 1
Computed, not measured: a cluster of 4 separate species, C26H34F9NO9 in total, with wB97M-V/def2-TZVPD.

```
79
Properties=species:S:1:pos:R:3:forces:R:3
C 0.893 3.019 3.191 -1.3 -0.3 0.3
C -0.528 2.720 3.313 1.3 -0.4 -0.9
C -1.168 1.659 2.291 0.7 -1.2 1.4
C -1.674 0.302 2.999 -0.4 1.2 -1.0
O -3.121 0.267 2.738 -0.5 -3.1 2.9
C -3.556 -0.746 3.683 -2.6 -1.1 0.3
O -4.660 -1.320 3.685 4.6 2.4 -0.2
O -2.550 -0.993 4.706 -1.6 1.2 -2.5
C -1.712 0.195 4.588 0.8 0.4 0.2
C -0.347 0.145 5.424 0.0 0.2 -0.2
C 0.913 -0.448 4.627 0.5 0.3 0.9
C 0.983 -2.051 4.563 -0.6 -0.1 0.1
C 0.187 -2.720 3.345 0.2 -1.1 0.9
N 0.740 -2.427 1.994 0.9 0.1 -3.9
C 0.263 -3.177 0.847 1.8 1.7 -2.6
C 0.913 -2.708 -0.475 0.6 1.6 5.0
C 1.914 -1.562 -0.025 -3.3 -2.8 3.5
C 1.733 -1.484 1.528 0.1 -0.3 -3.4
H 1.259 3.948 2.640 -0.4 -0.3 2.5
H 1.673 2.272 3.603 -1.2 0.4 -2.5
H -1.210 3.192 4.102 0.6 0.6 -2.3
H -2.067 2.165 1.763 1.4 -0.7 1.2
H -0.437 1.392 1.435 -1.0 0.5 1.7
H -1.316 -0.629 2.431 0.2 1.3 1.3
H -2.376 1.020 5.034 1.2 -0.7 -0.9
H -0.491 -0.389 6.442 0.0 0.7 -1.8
H -0.108 1.241 5.706 -0.4 -1.9 -0.7
H 0.964 0.082 3.616 -0.1 -1.0 1.2
H 1.855 -0.106 5.211 -1.5 -0.5 -0.9
H 0.485 -2.444 5.531 0.7 0.6 -1.6
H 2.067 -2.454 4.602 -1.7 0.8 -0.4
H 0.280 -3.867 3.489 -0.1 1.8 -0.3
H -0.944 -2.508 3.359 1.8 0.0 0.1
H -0.506 -4.009 0.958 1.2 1.4 0.0
H 0.727 -3.074 -1.540 0.2 0.5 2.1
H 2.587 -0.943 -0.704 -1.0 -1.0 1.4
H 2.316 -0.753 2.199 -1.3 -1.6 -1.0
C -0.443 -4.695 -7.827 0.3 0.1 0.0
C -0.649 -4.792 -6.328 -0.6 -0.2 -0.5
O 0.598 -4.622 -5.636 0.7 0.8 0.6
C 0.990 -3.347 -5.427 -1.8 -0.4 -0.9
O 0.368 -2.379 -5.783 0.9 -0.4 0.5
C 2.299 -3.315 -4.642 1.9 0.1 0.9
F 3.199 -4.213 -5.095 -0.6 0.2 -0.1
F 2.108 -3.593 -3.333 -0.4 0.0 -0.6
F 2.908 -2.114 -4.692 -0.7 -0.4 -0.2
H 0.320 -5.406 -8.157 -0.1 -0.1 0.1
H -1.373 -4.903 -8.358 0.1 0.0 0.1
H -0.096 -3.700 -8.113 -0.1 -0.1 0.1
H -1.018 -5.787 -6.072 0.3 0.1 0.2
H -1.393 -4.072 -5.977 0.3 0.1 0.0
C -0.293 2.052 -9.493 -0.4 0.0 0.0
C 0.345 0.743 -9.915 0.4 0.7 -0.1
O -0.464 -0.368 -9.503 -0.8 -0.8 -0.4
C -1.490 -0.689 -10.321 1.3 1.5 -0.5
O -1.752 -0.106 -11.342 -0.3 -0.8 0.7
C -2.232 -1.913 -9.788 -1.2 -1.4 0.7
F -2.446 -1.852 -8.457 0.3 0.3 -0.5
F -1.544 -3.054 -10.012 0.0 0.7 -0.3
F -3.441 -2.079 -10.357 0.7 0.5 0.0
H -0.492 2.054 -8.418 0.2 0.0 -0.1
H 0.359 2.895 -9.734 0.0 -0.1 0.0
H -1.252 2.202 -9.995 0.1 0.0 -0.1
H 1.311 0.629 -9.419 -0.2 -0.3 0.1
H 0.531 0.715 -10.992 -0.2 -0.1 0.1
C 1.409 7.178 8.202 -0.4 0.0 0.0
C 2.052 5.866 7.797 0.4 0.7 -0.1
O 1.246 4.756 8.220 -0.8 -0.8 -0.3
C 0.223 4.423 7.405 1.3 1.5 -0.5
O -0.038 4.993 6.377 -0.3 -0.8 0.7
C -0.517 3.203 7.949 -1.2 -1.4 0.9
F -0.735 3.277 9.278 0.3 0.3 -0.6
F 0.175 2.061 7.739 0.1 0.7 0.0
F -1.725 3.028 7.378 0.7 0.4 -0.1
H 1.208 7.192 9.276 0.2 0.0 -0.1
H 2.058 8.020 7.952 0.0 -0.1 0.0
H 0.450 7.318 7.697 0.1 0.0 -0.1
H 3.018 5.762 8.296 -0.2 -0.3 0.1
H 2.240 5.826 6.720 -0.2 -0.1 0.1
```
Forces are in eV/Å.

Values from the calculation:
F_max: 0.1077 Eh/bohr
structure (SMILES): C=CC[C@@H]1OC(=O)O[C@H]1CCCCn1cccc1.CCOC(=O)C(F)(F)F.CCOC(=O)C(F)(F)F.CCOC(=O)C(F)(F)F
multiplicity: 1

=====

No. 2
Computed, not measured: a structure of composition C18H22ClN3O2S, with wB97M-V/def2-TZVPD.

```
47
Properties=species:S:1:pos:R:3:forces:R:3
C 1.018 4.906 0.968 1.9 -4.4 -6.3
C 1.172 3.662 1.344 -1.8 0.7 1.6
C 1.421 2.548 0.467 -2.6 -4.8 4.2
N 0.194 1.493 0.426 1.1 1.9 -1.7
C -0.948 1.919 -0.466 -0.3 4.9 5.7
C -2.439 1.588 0.128 2.9 4.0 -15.2
H -3.181 2.358 0.095 0.1 1.2 -0.7
H -2.506 1.292 0.951 -0.3 -5.6 12.3
S -2.916 0.392 -1.206 9.3 0.6 8.4
O -3.807 0.863 -2.019 -10.0 5.8 -9.9
O -3.285 -0.653 -0.416 -1.2 -6.9 2.8
C -1.368 0.367 -2.062 -0.6 -11.3 3.1
C -0.776 1.516 -1.913 1.8 12.1 0.6
H -1.400 2.435 -2.381 1.0 -1.9 0.2
H 0.233 1.796 -2.224 0.0 -0.9 -0.1
H -0.704 -0.467 -1.306 -1.8 2.1 -1.9
H -1.387 -0.190 -2.937 -0.5 -0.5 -2.0
H -0.953 3.142 -0.159 0.2 -2.7 -1.9
C -0.027 0.992 1.667 -4.3 -3.9 6.0
C -0.650 -0.472 1.662 1.6 2.1 -1.0
C -1.835 -1.071 1.945 -3.6 13.4 8.7
N -1.985 -2.233 1.736 9.7 -2.5 -5.7
N -0.847 -2.521 0.869 -2.1 -4.9 0.3
C -0.115 -1.515 0.951 4.8 2.3 -5.0
C 1.173 -1.423 -0.253 -0.3 3.1 11.8
C 2.397 -0.874 0.372 -6.0 -2.4 -2.3
C 3.452 -1.108 -0.417 2.9 5.0 4.5
C 3.514 -1.485 -1.627 -4.8 -7.0 -4.5
C 2.275 -2.406 -1.853 9.5 0.3 -9.1
C 1.248 -2.384 -1.115 -5.2 -1.9 -1.9
H 0.349 -2.796 -1.519 -0.6 -0.9 0.4
H 2.344 -2.978 -3.000 -0.5 1.4 3.7
H 4.399 -1.612 -2.183 0.6 0.2 -0.8
Cl 4.820 -0.155 0.058 1.9 0.6 1.0
H 2.298 -0.428 1.319 0.5 0.6 0.7
C -2.922 -3.033 1.770 -9.6 -11.8 2.1
H -2.598 -4.221 1.268 -0.5 3.6 2.0
H -3.307 -3.228 3.034 0.8 0.4 -3.9
H -3.799 -2.880 1.095 0.4 0.6 0.9
H -2.662 -0.524 2.766 2.1 -1.4 -2.7
H -0.770 1.363 2.515 0.0 1.1 -2.0
H 0.671 0.938 2.526 1.5 0.2 -1.7
H 1.387 2.724 -0.500 1.4 1.4 -4.6
H 2.083 1.773 0.895 0.8 1.1 -0.8
H 0.746 3.538 2.327 0.8 -1.0 0.7
H 0.934 5.687 1.510 -1.2 5.1 3.8
H 1.218 5.016 -0.117 -0.1 0.7 0.6
```
Forces are in eV/Å.

Values from the calculation:
energy above the lowest of the compared OMol25 structures with the same formula, charge and spin: 1845.22 kJ/mol
F_max: 0.3187 Eh/bohr
multiplicity: 1

=====

No. 3
Computed, not measured: a cluster of 2 separate species, C28H38N3O in total, with wB97M-V/def2-TZVPD.

```
70
Properties=species:S:1:pos:R:3:forces:R:3
C -1.324 -5.192 2.102 -0.1 -0.1 0.5
N -0.973 -4.067 1.265 0.0 -0.1 -0.7
C -0.860 -4.200 -0.088 0.0 -1.2 -0.6
O -1.014 -5.241 -0.722 0.2 1.7 0.8
C -0.503 -2.821 -0.660 0.4 -0.8 -0.4
C -1.586 -2.302 -1.611 -0.3 0.2 0.1
C -1.760 -3.167 -2.842 0.0 0.0 -0.1
C -2.987 -3.790 -3.089 0.4 0.0 0.0
C -3.134 -4.633 -4.192 0.3 0.1 0.0
C -2.052 -4.842 -5.057 0.0 0.2 0.2
C -0.830 -4.198 -4.823 -0.1 0.1 0.2
C -0.686 -3.353 -3.717 -0.4 -0.2 -0.1
N -0.351 -2.010 0.553 0.7 2.5 -0.3
C 0.015 -0.711 0.507 -0.5 -1.8 -0.4
C 0.154 0.099 1.631 0.2 1.0 1.0
C 0.485 1.450 1.668 -0.3 -1.1 -0.3
C 0.605 2.194 2.888 0.0 0.5 1.1
C 0.942 3.578 2.873 -0.1 -0.4 -0.2
C 1.062 4.308 4.046 0.0 -0.2 -0.1
C 0.850 3.697 5.293 0.0 0.1 -0.3
C 0.983 4.492 6.552 0.0 0.1 0.3
C 0.515 2.339 5.338 0.0 -0.2 -0.3
C 0.393 1.598 4.171 0.1 0.3 -0.3
C -0.643 -2.751 1.797 -0.3 -0.7 0.5
C -1.874 -2.189 2.519 -0.1 0.1 -0.2
C 0.601 -2.877 2.687 0.1 0.0 -0.2
H -1.525 -6.063 1.471 0.1 0.3 0.0
H -0.510 -5.437 2.796 -0.1 0.0 -0.2
H -2.219 -4.968 2.695 0.1 -0.1 -0.2
H 0.467 -2.903 -1.189 -0.4 0.1 0.3
H -2.535 -2.259 -1.049 0.3 0.1 -0.2
H -1.314 -1.273 -1.896 -0.2 -0.2 0.0
H -3.809 -3.623 -2.388 0.2 -0.1 -0.3
H -4.092 -5.128 -4.364 0.3 0.1 0.0
H -2.163 -5.505 -5.915 0.0 0.2 0.2
H 0.018 -4.352 -5.492 -0.3 0.0 0.2
H 0.258 -2.840 -3.516 -0.2 -0.2 -0.2
H 0.208 -0.308 -0.493 -0.1 -0.2 0.3
H -0.025 -0.385 2.587 0.1 0.4 -0.4
H 0.655 1.986 0.732 0.0 -0.1 0.2
H 1.107 4.062 1.908 0.0 -0.1 0.3
H 1.322 5.370 4.021 -0.1 -0.4 -0.1
H 0.783 3.866 7.427 0.0 0.2 -0.1
H 1.991 4.913 6.655 -0.2 -0.1 -0.1
H 0.283 5.337 6.567 0.1 -0.2 -0.1
H 0.349 1.865 6.310 0.0 0.1 -0.4
H 0.130 0.543 4.254 0.1 0.3 0.0
H -2.736 -2.226 1.836 0.2 0.0 0.3
H -2.090 -2.795 3.408 0.1 0.2 -0.2
H -1.730 -1.153 2.826 -0.1 -0.2 0.1
H 1.395 -3.372 2.109 -0.2 0.1 0.3
H 0.974 -1.906 3.012 0.0 -0.2 0.1
H 0.363 -3.479 3.572 0.1 0.2 -0.2
C 2.047 4.727 -4.424 0.0 -0.2 0.2
C 1.838 5.313 -3.024 -0.3 -0.2 0.0
C 1.994 4.246 -1.939 0.4 -0.1 0.1
N 1.143 3.084 -2.183 -0.5 0.3 -0.3
C 1.353 2.477 -3.498 0.3 -0.2 0.0
C 1.175 3.485 -4.633 -0.2 0.2 0.2
H 1.820 5.478 -5.185 0.1 -0.1 0.1
H 3.099 4.440 -4.534 0.0 0.1 -0.1
H 2.548 6.125 -2.840 -0.1 -0.1 0.0
H 0.828 5.734 -2.962 0.1 0.0 0.0
H 3.061 3.949 -1.897 -0.1 0.1 0.0
H 1.726 4.669 -0.961 0.1 -0.1 -0.2
H 1.240 2.394 -1.445 0.2 0.1 -0.2
H 2.372 2.049 -3.572 -0.1 0.0 -0.1
H 0.636 1.654 -3.615 0.1 0.1 0.0
H 0.123 3.790 -4.670 0.1 0.0 0.0
H 1.414 3.005 -5.587 0.0 0.0 0.1
```
Forces are in eV/Å.

Values from the calculation:
energy above the lowest of the compared OMol25 structures with the same formula, charge and spin: 32.92 kJ/mol
F_max: 0.0504 Eh/bohr
multiplicity: 1
total charge: +1

=====

No. 4
Computed, not measured: a cluster of 2 separate species, C2H8BN in total, with wB97M-V/def2-TZVPD.

```
12
Properties=species:S:1:pos:R:3:forces:R:3
B 2.005 0.003 0.122 -3.9 1.8 -0.7
C -0.667 1.153 -0.031 -0.6 0.4 3.7
C -0.745 -1.325 0.093 -0.9 0.8 2.9
N -0.243 -0.079 0.635 3.7 0.8 0.4
H 2.623 1.038 0.213 -0.1 -0.7 1.1
H 2.060 -0.519 -0.915 0.4 -1.2 -0.2
H -1.770 1.320 0.295 1.3 -0.4 -1.4
H -0.202 2.015 0.549 -0.1 -0.9 -1.0
H -0.382 1.174 -1.049 -0.4 0.4 -1.5
H -1.845 -1.379 0.502 1.8 -0.4 -0.8
H -0.761 -1.306 -0.949 -0.1 -0.5 -2.0
H -0.071 -2.093 0.535 -1.0 0.1 -0.6
```
Forces are in eV/Å.

Values from the calculation:
energy above the lowest of the compared OMol25 structures with the same formula, charge and spin: 618.99 kJ/mol
F_max: 0.0853 Eh/bohr
multiplicity: 1

=====

No. 5
Computed, not measured: an isolated molecule of CH4N2O, with wB97M-V/def2-TZVPD.

```
8
Properties=species:S:1:pos:R:3:forces:R:3
C 0.600 -0.146 -0.714 0.3 0.7 -0.3
H -0.672 -0.072 1.892 -0.8 0.0 -2.0
H -0.928 -1.420 -0.362 -0.5 -0.5 -0.4
H 0.996 -0.824 -1.493 -0.3 0.3 0.3
H 0.609 1.491 0.164 -0.2 0.4 0.0
N -0.303 -0.828 0.135 1.0 1.0 0.4
N 1.026 1.063 -0.659 -0.4 -1.7 0.4
O -1.083 0.007 0.969 1.0 -0.1 1.6
```
Forces are in eV/Å.

Values from the calculation:
energy above the lowest of the compared OMol25 structures with the same formula, charge and spin: 292.32 kJ/mol
F_max: 0.0415 Eh/bohr
structure (SMILES): [H]/N=C\NO
multiplicity: 1

=====

No. 6
Computed, not measured: a cluster of 3 separate species, C5H10ClN2O3 in total, with wB97M-V/def2-TZVPD.

```
21
Properties=species:S:1:pos:R:3:forces:R:3
C -1.896 1.975 -0.515 -1.2 1.1 1.3
C 1.831 0.383 1.671 -1.6 -1.8 -1.0
C 1.159 -1.125 -0.157 -0.2 -2.7 -2.9
C 2.310 0.984 -0.882 1.2 1.1 2.9
C 1.829 0.069 0.184 0.8 0.1 1.4
N -3.613 -1.628 -0.372 -2.4 0.6 0.3
N -2.374 -1.652 -0.462 3.2 2.1 0.2
O -0.777 1.731 -0.657 0.9 -0.4 -0.6
O -2.969 2.317 -0.239 0.4 -0.5 -0.7
O -1.631 -0.762 0.048 -2.5 -1.9 -0.1
Cl -4.735 -0.536 0.544 1.5 -0.8 -0.9
H 2.612 -0.006 2.330 0.5 0.0 -0.7
H 1.818 1.440 1.715 -0.3 1.1 0.7
H 0.902 -0.182 2.047 1.1 1.4 -0.2
H 0.046 -1.001 -0.017 0.1 0.4 0.1
H 1.322 -2.001 0.532 0.1 0.9 -0.4
H 1.195 -1.480 -1.302 0.3 0.9 2.6
H 3.095 1.828 -0.517 -2.0 -2.2 -1.0
H 2.578 0.335 -1.676 0.7 0.0 -1.1
H 1.345 1.426 -1.119 -0.2 0.6 -0.4
H -4.048 -2.116 -1.157 -0.4 -0.2 0.6
```
Forces are in eV/Å.

Values from the calculation:
energy above the lowest of the compared OMol25 structures with the same formula, charge and spin: 111.93 kJ/mol
F_max: 0.0763 Eh/bohr
multiplicity: 1
total charge: +1

=====

No. 7
Computed, not measured: an isolated molecule of C5H13NO4S, with wB97M-V/def2-TZVPD.

```
24
Properties=species:S:1:pos:R:3:forces:R:3
C 0.015 -1.110 -1.710 -3.4 1.7 -0.1
C -0.010 -1.563 0.845 -1.8 -0.2 -1.3
C 2.255 0.366 0.209 -1.0 1.9 -2.4
C -0.193 -0.539 -0.298 1.7 2.2 0.3
C 0.837 0.960 0.006 -3.2 -4.9 2.3
N 0.349 1.455 1.275 -0.1 0.3 -0.6
O -2.218 0.189 1.360 -2.5 -0.9 -0.2
O -1.991 1.438 -0.884 -0.3 -1.3 1.4
O -2.881 -0.858 -0.727 -0.4 -0.3 0.0
O 0.597 1.801 -0.982 1.0 2.2 -2.7
S -1.962 0.121 -0.229 1.7 0.5 -0.9
H 0.949 -1.629 -1.820 0.3 0.0 -0.2
H -0.891 -1.772 -1.785 1.2 -0.1 -0.5
H -0.241 -0.261 -2.465 1.1 -1.5 1.0
H -1.101 -1.780 1.028 1.5 -0.7 0.7
H 0.446 -1.057 1.679 -0.1 -0.2 0.5
H 0.519 -2.510 0.556 -0.4 1.1 0.1
H 2.795 1.269 0.317 1.2 1.2 0.4
H 2.448 -0.208 1.115 -0.4 -0.5 -0.6
H 2.552 0.081 -0.815 0.3 -1.0 0.8
H 1.117 1.467 1.910 0.3 0.4 0.7
H -3.077 -0.380 1.511 2.2 1.5 -0.4
H 0.022 2.396 1.078 0.0 0.0 0.6
H -0.337 2.125 -1.172 1.2 -1.3 1.0
```
Forces are in eV/Å.

Values from the calculation:
energy above the lowest of the compared OMol25 structures with the same formula, charge and spin: 165.03 kJ/mol
F_max: 0.1229 Eh/bohr
structure (SMILES): CC(C)([C@](C)(N)O)S(=O)(=O)O
multiplicity: 1

=====

No. 8
Computed, not measured: a cluster of 2 separate species, C7H13O3P in total, with wB97M-V/def2-TZVPD.

```
24
Properties=species:S:1:pos:R:3:forces:R:3
C 1.255 -0.131 2.473 1.6 0.4 0.6
C 1.011 -0.864 1.408 -1.1 0.9 -2.2
C 1.320 2.003 -0.279 2.1 -1.3 -1.9
C -1.589 -1.899 0.390 -0.5 1.4 0.2
C -0.026 1.443 0.003 -1.8 1.4 -1.3
C -1.681 -0.493 -0.306 -0.6 0.2 1.5
C -0.284 0.092 -0.548 -0.5 -1.0 0.6
O -0.328 -1.863 -2.476 0.2 1.5 0.3
O -0.880 0.694 -2.808 0.0 -0.4 0.3
O 1.530 -0.106 -2.767 0.4 0.1 0.5
P 0.112 -0.385 -2.334 0.1 -1.1 -1.2
H 2.041 -0.436 3.208 -0.5 0.1 -0.1
H 1.048 0.955 2.547 -0.5 -0.6 0.0
H 1.494 -1.813 1.228 0.0 -0.5 0.3
H 2.058 1.072 -0.133 -1.1 2.5 0.3
H 1.498 2.965 0.227 0.4 -0.6 0.4
H 1.477 2.210 -1.362 -0.4 -0.2 0.5
H -1.262 -1.784 1.440 -0.9 0.1 -0.1
H -2.550 -2.436 0.237 0.7 0.0 0.3
H -0.730 -2.381 -0.010 0.3 -0.8 -1.0
H -0.101 1.380 1.036 -0.4 -0.3 2.2
H -0.918 2.154 -0.233 1.4 -1.0 -0.3
H -2.178 -0.599 -1.303 0.5 0.1 1.0
H -2.318 0.223 0.363 0.9 -1.0 -1.0
```
Forces are in eV/Å.

Values from the calculation:
energy above the lowest of the compared OMol25 structures with the same formula, charge and spin: 70.09 kJ/mol
F_max: 0.0596 Eh/bohr
multiplicity: 1
total charge: -2

=====

Across the entries above, energy takes the values -2641.556631, -1871.538519, -1329.027362, -160.402646, -225.180665, -991.526493, -952.143128, -841.486185 hartree, respectively.
Across the entries above, Kohn-Sham gap takes the values 7.02, 8.45, 6.12, 6.95, 10.51, 8.72, 9.42, 6.27 eV, respectively.
Across the entries above, HOMO energy takes the values -7.70, -8.37, -10.95, -7.97, -9.71, -13.80, -8.88, 0.01 eV, respectively.